No. 1
C2H9N2O | ωB97M-V/def2-TZVPD

Atoms and positions in Å:
C  1.697  -0.334  0.007
C  0.714  -0.038  1.025
N  -0.494  -0.705  0.781
O  0.788  0.768  1.974
H  1.214  -0.614  -0.947
H  2.223  -1.261  0.366
H  2.314  0.527  -0.120
H  -0.432  -1.607  0.355
H  -1.145  -0.620  1.556
N  -1.404  0.819  -1.047
H  -2.393  0.885  -0.941
H  -0.898  1.707  -0.882
H  -1.000  0.012  -0.149
H  -1.183  0.461  -1.978

Force components x, y, z for each atom (eV/Å):
0.7 -1.4 -0.6
0.1 2.9 3.6
-1.4 0.1 0.7
-0.2 -2.5 -3.0
0.3 0.2 0.3
0.1 1.0 -0.4
0.9 0.2 -0.1
0.1 -0.9 0.1
0.0 -0.4 0.2
1.4 -0.1 0.0
-0.8 0.6 -0.1
-0.8 -0.4 -0.3
-0.2 0.5 -0.6
-0.1 0.3 0.1

Results
**E_HOMO**: -0.5523 Eh
**Energy above the lowest of the compared OMol25 structures with the same formula, charge and spin**: 29.48 kcal per mole
**Gap between HOMO and LUMO**: 11.35 eV
**Net charge**: +1
**Molecular weight**: 77.11 g/mol


No. 2
C2H9N2O | ωB97M-V/def2-TZVPD

Atoms and positions in Å:
C  0.612  -0.762  -0.470
N  -0.151  -1.225  0.715
C  0.401  -0.909  1.861
N  -0.219  -0.575  2.990
H  1.552  -0.372  -0.092
H  0.064  -0.030  -1.054
H  0.896  -1.608  -1.093
H  -1.151  -1.379  0.719
H  1.460  -0.812  2.060
H  -1.092  -0.960  3.328
H  0.270  -0.103  3.735
H  -0.480  3.191  -4.803
H  -1.130  3.014  -3.537
O  -1.032  2.529  -4.358

Force components x, y, z for each atom (eV/Å):
0.5 -1.3 -0.4
1.0 0.6 1.0
-0.7 0.8 1.6
-0.8 -0.9 0.4
-0.1 0.4 -0.1
-0.1 0.1 0.2
-0.3 0.0 -0.1
0.0 0.1 -0.4
0.4 0.3 -1.3
-0.4 0.3 -0.6
0.6 -0.4 -0.1
-0.1 -0.5 -0.6
-0.5 -0.2 0.6
0.6 0.8 0.0

Results
**E_HOMO**: -0.5067 Eh
**Energy above the lowest of the compared OMol25 structures with the same formula, charge and spin**: 40.83 kcal per mole
**Gap between HOMO and LUMO**: 9.50 eV
**Net charge**: +1
**Molecular weight**: 77.11 g/mol


No. 3
C2H9N2O | ωB97M-V/def2-TZVPD

Atoms and positions in Å:
N  -1.830  0.422  -0.002
C  -0.909  -0.796  -0.179
N  0.375  -0.592  0.656
C  1.311  0.376  0.104
O  2.630  0.108  -0.571
H  -2.766  0.207  -0.253
H  -1.461  1.125  -0.590
H  -1.654  0.693  0.934
H  -0.686  -0.754  -1.337
H  -1.441  -1.707  0.154
H  0.885  -1.480  0.818
H  0.688  0.921  -0.659
H  1.558  1.093  0.927
H  3.300  0.384  -0.001

Force components x, y, z for each atom (eV/Å):
2.0 -1.9 0.1
2.8 -0.3 -1.6
-1.0 -1.5 -1.5
1.2 2.8 -0.7
-4.7 -1.5 -0.5
-1.2 -0.1 0.1
0.2 1.3 -0.9
-0.6 0.6 1.6
-0.5 -0.6 2.2
0.3 0.6 -0.3
-1.0 0.4 0.1
1.0 -0.1 0.4
-0.2 -0.5 -0.7
1.6 0.6 1.7

Results
**E_HOMO**: -0.5277 Eh
**Energy above the lowest of the compared OMol25 structures with the same formula, charge and spin**: 69.56 kcal per mole
**Gap between HOMO and LUMO**: 10.59 eV
**Net charge**: +1
**Molecular weight**: 77.11 g/mol
**Structure (SMILES)**: [NH3+]CNCO


No. 4
C2H9N2O | ωB97M-V/def2-TZVPD

Atoms and positions in Å:
C  1.832  0.152  -0.879
N  0.589  0.866  -1.338
H  2.127  -0.580  -1.626
H  1.598  -0.320  0.080
H  2.590  0.909  -0.691
H  -0.200  0.787  -0.641
H  0.812  1.859  -1.331
H  0.237  0.626  -2.258
C  -1.586  -0.074  1.519
N  -1.703  -1.397  1.280
O  -0.964  0.732  0.846
H  -2.221  0.249  2.349
H  -2.036  -1.955  2.052
H  -1.076  -1.854  0.639

Force components x, y, z for each atom (eV/Å):
-0.4 -0.1 0.4
-0.1 0.8 0.5
0.1 0.1 0.1
0.1 -0.1 -0.3
0.1 -0.2 -0.2
0.2 -0.4 0.2
-0.2 0.1 -0.3
0.2 -0.2 -0.2
-0.8 -0.5 -0.1
0.4 0.4 0.5
0.4 0.0 -0.4
0.2 0.2 0.2
-0.2 -0.1 -0.2
0.0 0.0 -0.1

Results
**E_HOMO**: -0.5432 Eh
**Energy above the lowest of the compared OMol25 structures with the same formula, charge and spin**: 13.77 kcal per mole
**Gap between HOMO and LUMO**: 11.54 eV
**Net charge**: +1
**Molecular weight**: 77.11 g/mol


No. 5
C2H9N2O | ωB97M-V/def2-TZVPD

Atoms and positions in Å:
C  -1.863  0.391  -0.699
N  -0.491  0.833  -1.141
H  -1.706  -0.413  0.015
H  -2.323  1.245  -0.213
H  -2.430  0.028  -1.548
H  0.044  0.094  -1.605
H  0.077  1.065  -0.317
H  -0.493  1.653  -1.756
C  1.133  -0.559  1.678
N  1.839  -1.198  0.687
O  1.540  -0.387  2.787
H  0.128  -0.187  1.394
H  2.655  -1.724  0.966
H  1.889  -0.840  -0.249

Force components x, y, z for each atom (eV/Å):
0.3 0.0 0.1
0.5 0.0 0.1
-0.1 0.0 0.0
-0.2 -0.1 -0.1
0.0 0.1 -0.1
-0.3 -0.1 -0.2
-0.2 0.2 0.0
-0.1 -0.1 0.1
0.8 0.4 -0.1
-0.2 -0.4 -0.1
-0.3 -0.3 0.4
0.0 0.0 -0.3
0.1 0.3 0.2
-0.2 -0.1 -0.1

Results
**E_HOMO**: -0.5098 Eh
**Energy above the lowest of the compared OMol25 structures with the same formula, charge and spin**: 44.94 kcal per mole
**Gap between HOMO and LUMO**: 9.58 eV
**Net charge**: +1
**Molecular weight**: 77.11 g/mol


No. 6
C2H9N2O | ωB97M-V/def2-TZVPD

Atoms and positions in Å:
N  -0.821  -0.576  -1.284
C  -0.464  -1.073  0.114
N  0.824  -0.493  0.512
C  0.760  0.963  0.873
O  0.292  1.677  -0.249
H  -0.287  -1.156  -1.946
H  -1.816  -0.655  -1.469
H  -0.538  0.424  -1.307
H  -1.307  -0.940  0.775
H  -0.275  -2.143  0.000
H  0.944  -0.902  1.438
H  1.814  1.225  1.072
H  0.145  1.113  1.766
H  0.729  2.537  -0.296

Force components x, y, z for each atom (eV/Å):
0.6 -0.1 0.7
1.0 -0.5 -0.5
-1.4 0.8 0.5
1.1 -0.9 -0.3
-0.2 0.0 0.0
-0.2 0.6 0.0
-0.2 -0.1 -0.1
0.1 -0.2 -0.3
-0.4 0.5 0.1
-0.3 0.1 0.1
0.7 -0.4 -0.2
-0.6 0.0 0.2
-0.2 0.2 -0.2
-0.1 -0.1 -0.1

Results
**E_HOMO**: -0.5314 Eh
**Energy above the lowest of the compared OMol25 structures with the same formula, charge and spin**: 39.85 kcal per mole
**Gap between HOMO and LUMO**: 11.08 eV
**Net charge**: +1
**Molecular weight**: 77.11 g/mol
**Structure (SMILES)**: [NH3+]CNCO


No. 7
C2H9N2O | ωB97M-V/def2-TZVPD

Atoms and positions in Å:
C  -0.938  -0.261  -1.683
N  -0.229  0.473  -0.628
C  0.491  1.597  -0.481
N  1.432  1.623  0.434
H  -1.485  -1.052  -1.170
H  -1.602  0.457  -2.176
H  -0.250  -0.710  -2.426
H  0.043  -0.226  0.092
H  0.240  2.454  -1.105
H  1.458  0.891  1.161
H  2.222  2.285  0.500
H  -1.229  -3.363  1.756
H  0.224  -2.931  1.830
O  -0.678  -2.601  1.945

Force components x, y, z for each atom (eV/Å):
-1.0 1.7 0.5
1.2 -3.0 1.0
0.1 1.4 -0.4
-0.5 -0.7 0.1
0.0 -0.1 0.0
0.0 -0.2 -0.4
0.3 0.2 0.1
-0.5 0.1 0.1
0.5 0.0 -0.2
0.2 0.0 -0.2
-0.6 0.4 -0.2
-0.3 -0.3 0.1
-0.2 -0.2 0.3
0.6 0.6 -0.6

Results
**Spin multiplicity**: 2
**E_HOMO (alpha / beta)**: -0.6679 / -0.6677 Eh
**Energy above the lowest of the compared OMol25 structures with the same formula, charge and spin**: 65.71 kcal per mole
**Gap between HOMO and LUMO (alpha / beta)**: 7.23 / 2.90 eV
**Net charge**: +2
**Molecular weight**: 77.11 g/mol


No. 8
C2H9N2O3P | ωB97M-V/def2-TZVPD

Atoms and positions in Å:
C  0.366  1.530  1.071
C  2.435  -0.285  -1.151
N  -2.447  -0.852  -1.088
N  -1.229  -0.590  -1.511
O  -2.094  -0.641  2.687
O  0.305  0.333  0.850
O  1.131  -0.413  -1.678
P  0.097  -1.140  -0.743
H  1.125  2.256  0.544
H  -0.463  2.063  1.593
H  -2.487  0.169  3.022
H  2.392  -0.216  0.010
H  2.767  0.711  -1.504
H  3.114  -1.014  -1.533
H  -1.424  -0.197  2.071
H  -2.380  -1.556  -0.260
H  -1.206  -0.158  -2.379

Force components x, y, z for each atom (eV/Å):
0.1 3.5 -1.3
0.2 2.3 1.7
-1.4 -1.5 1.4
-0.5 -1.3 1.4
1.5 1.5 -1.4
0.6 -1.4 1.3
1.2 0.5 -1.2
-0.6 -1.4 0.8
-1.0 -1.5 0.9
0.4 -0.3 -0.1
-0.5 -0.1 0.4
0.4 -0.5 -2.0
0.1 -0.5 0.3
0.3 -0.8 0.0
-0.9 -1.4 0.9
0.0 1.6 -1.4
0.2 1.4 -1.8

Results
**E_HOMO (alpha / beta)**: -0.2217 / -0.2873 Eh
**Energy above the lowest of the compared OMol25 structures with the same formula, charge and spin**: 142.16 kcal per mole
**Gap between HOMO and LUMO (alpha / beta)**: 5.71 / 8.00 eV
**Net charge**: 0
**Molecular weight**: 140.08 g/mol